{
  "formula": "C15H9ClO6P",
  "method": "wB97M-V/def2-TZVPD",
  "elements": ["C", "O", "C", "C", "O", "H", "C", "H", "H", "O", "H", "O", "C", "C", "O", "C", "P", "C", "C", "C", "C", "C", "H", "H", "O", "H", "Cl", "C", "H", "C", "C", "H"],
  "coordinates": [[-1.624952, 0.431040, 1.779375], [1.817692, -2.336191, 3.816413], [-0.760115, -0.318382, -1.761862], [2.792463, -2.907293, 4.392080], [3.121277, -4.140194, 3.791541], [0.461879, 3.102854, -4.611050], [0.037439, -1.262219, 1.814089], [0.695003, -1.918808, 2.398672], [3.032604, -2.177645, 0.714132], [2.346219, -2.855255, 0.619238], [-1.131235, 4.668553, -3.465337], [-3.572039, 1.681314, -0.177100], [-0.825173, 1.097950, -2.285185], [-1.675810, 1.955230, -1.622128], [-0.776821, -1.288817, -2.494802], [0.104009, -1.272014, 0.433454], [1.257525, -2.356202, -0.505124], [-1.796556, 3.251851, -2.058321], [-0.163803, 2.797844, -3.780280], [-2.413381, 1.399619, -0.424366], [-1.031695, 3.636717, -3.137451], [-0.817083, -0.421011, 2.480315], [-2.467004, 3.949284, -1.571252], [-0.832008, -0.447251, 3.562714], [3.465840, -2.555274, 5.354742], [2.438532, -4.109003, 3.104741], [2.397716, -0.999228, -1.666626], [-0.728212, -0.398461, -0.253417], [-2.300614, 1.093079, 2.313212], [-1.585654, 0.455988, 0.405237], [-0.067758, 1.482166, -3.356430], [0.601717, 0.759759, -3.809224]],
  "forces_ev_per_angstrom": [[-0.969, 0.724, 0.647], [0.224, -0.041, 0.285], [-0.001, -0.120, -0.117], [-0.077, 0.334, 0.198], [-0.340, 0.304, -0.124], [-0.177, 0.293, 0.055], [1.150, -1.212, 0.222], [-0.084, 0.249, -0.074], [0.025, -0.150, 0.660], [-0.190, 0.906, -0.822], [0.126, -0.101, -0.071], [0.822, 0.107, 0.023], [0.020, -1.576, 0.558], [-0.552, -0.190, 0.800], [0.243, 0.596, 0.451], [0.522, 0.585, -0.417], [-0.344, -1.514, -0.116], [-0.332, 0.016, 0.119], [0.653, -0.842, -0.463], [-0.373, 0.065, 0.097], [-0.329, 1.687, -0.240], [-0.154, -0.061, 0.597], [0.009, -0.079, -0.002], [0.029, 0.044, -0.033], [0.023, -0.092, -0.059], [0.259, -0.502, -0.176], [-0.121, 0.129, 0.506], [0.147, -0.162, -1.415], [0.010, 0.001, -0.142], [-0.425, 0.471, -0.494], [0.276, 0.035, -0.363], [-0.069, 0.095, -0.087]],
  "de_lowest_ev": 0.507,
  "charge": -1,
  "lumo_energy_ev": 1.540,
  "energy_ha": -1830.15028,
  "fmax_ev_per_a": 1.74
}